Entry 1:
{
  "formula": "C2H5NS",
  "method": "wB97M-V/def2-TZVPD",
  "relative_energy_ev": 1.844,
  "smiles": "C=CSN",
  "gap_ev": 9.679,
  "e_tot_ev": -14478.493,
  "species": ["C", "C", "S", "N", "H", "H", "H", "H", "H"],
  "positions_angstrom": [[-1.79079, -0.58127, 0.08875], [-0.63026, -0.07230, -0.16249], [1.14022, -0.99938, -0.00366], [2.04018, 0.37728, 0.08847], [-2.60728, 0.05436, -0.10753], [-1.69482, -1.65109, 0.42248], [-0.56543, 0.97851, -0.56794], [2.01771, 0.90859, 0.96088], [2.09046, 0.98529, -0.71897]],
  "forces_ev_per_angstrom": [[0.914, -2.562, 0.714], [3.496, 0.751, -0.898], [-3.141, 1.739, -0.393], [1.119, 0.906, 0.572], [-1.422, -0.081, 0.133], [-1.352, 1.151, -0.194], [0.539, -1.153, 0.498], [-0.102, -0.436, -0.470], [-0.052, -0.317, 0.038]]
}

---

Entry 2:
{
  "formula": "C2H5NS2",
  "method": "wB97M-V/def2-TZVPD",
  "relative_energy_ev": 3.991,
  "gap_ev": 7.891,
  "e_tot_ev": -25311.836,
  "species": ["C", "C", "N", "S", "S", "H", "H", "H", "H", "H"],
  "positions_angstrom": [[-0.00957, 0.14775, -0.32384], [-1.44106, 0.18551, 0.08828], [2.36208, -0.56694, -0.22734], [0.07381, -0.59066, -2.12094], [0.91632, -1.43322, -0.42145], [2.01035, 0.24368, 0.10747], [-1.94083, 1.05874, -0.19699], [-1.58330, 0.33305, 1.12325], [-2.07144, -0.61155, -0.19208], [2.93617, -1.11035, 0.44683]],
  "forces_ev_per_angstrom": [[-0.566, -0.091, -0.945], [0.359, -0.592, 0.606], [2.043, -5.191, -0.817], [0.607, -0.156, 0.927], [-0.702, 1.527, -0.523], [-1.001, 3.770, 1.569], [-0.311, 1.596, -1.430], [0.474, -0.352, 1.767], [-0.678, -1.238, -0.546], [-0.223, 0.728, -0.607]]
}

---

Entry 3:
{
  "formula": "C2H5NS2",
  "method": "wB97M-V/def2-TZVPD",
  "relative_energy_ev": 0.851,
  "smiles": "NC(=S)CS",
  "gap_ev": 8.912,
  "e_tot_ev": -25314.975,
  "species": ["N", "C", "S", "C", "S", "H", "H", "H", "H", "H"],
  "positions_angstrom": [[-1.03433, -0.03653, 1.08585], [-0.59731, 0.00127, -0.23958], [-1.61141, 0.33815, -1.50900], [0.85600, -0.18722, -0.42574], [1.86138, -0.28870, 1.13176], [-1.95959, 0.00821, 1.50843], [-0.31559, 0.21345, 1.64891], [0.94338, -1.18053, -0.99990], [1.17290, 0.52060, -1.26854], [1.84757, 1.01853, 1.53780]],
  "forces_ev_per_angstrom": [[-1.107, -0.669, -3.090], [-3.223, 0.859, 1.473], [0.505, -0.504, 0.393], [1.078, -0.547, -1.841], [0.212, 0.442, -0.800], [0.205, 0.189, -1.237], [2.278, 0.299, 2.660], [0.139, 1.086, 1.287], [-0.013, -0.615, 1.673], [-0.073, -0.539, -0.519]]
}

---

Entry 4:
{
  "formula": "C2H5NS2",
  "method": "wB97M-V/def2-TZVPD",
  "relative_energy_ev": 1.292,
  "smiles": "CN(S)C=S",
  "gap_ev": 9.108,
  "e_tot_ev": -25314.534,
  "species": ["C", "N", "S", "C", "S", "H", "H", "H", "H", "H"],
  "positions_angstrom": [[-0.05713, -1.57253, 0.55404], [0.22464, -0.14424, 0.44779], [0.72589, 0.84080, 1.69831], [0.01124, 0.45446, -0.73200], [-0.78221, -0.18036, -2.02473], [-1.08876, -1.72347, 0.55650], [0.24059, -1.96974, -0.42808], [0.44622, -1.81840, 1.45971], [-0.42100, 1.17387, 2.27754], [0.42686, 1.48897, -0.70984]],
  "forces_ev_per_angstrom": [[1.187, 1.360, -0.813], [-0.457, 0.091, -0.864], [1.192, -0.083, 0.780], [-0.187, 1.203, -0.781], [0.446, 0.191, 0.371], [-1.868, -0.349, 0.541], [0.532, -0.509, 0.729], [0.300, -1.216, 0.361], [-0.661, 0.003, 0.007], [-0.485, -0.690, -0.330]]
}

---

Entry 5:
{
  "formula": "C2H5NS2",
  "method": "wB97M-V/def2-TZVPD",
  "relative_energy_ev": 5.078,
  "gap_ev": 9.023,
  "e_tot_ev": -25310.748,
  "species": ["C", "C", "H", "H", "H", "H", "H", "N", "S", "S"],
  "positions_angstrom": [[1.60100, 1.31489, 0.00040], [-0.72321, 0.70923, -0.00056], [1.30397, 2.35851, -0.89057], [2.50739, 0.45204, -0.79347], [1.82191, 1.51192, 1.14621], [0.00391, -1.83439, 0.40294], [-0.59400, 1.71515, -0.38720], [0.51931, 0.39951, 0.30496], [1.14570, -1.09791, -0.06985], [-2.01727, -0.09862, -0.03088]],
  "forces_ev_per_angstrom": [[1.735, 0.687, -1.714], [2.411, 3.691, -0.997], [0.777, -3.334, 3.326], [-2.269, 3.168, 2.648], [1.253, 0.800, -2.903], [1.431, 0.870, -0.656], [-1.151, 0.806, 0.153], [1.041, -0.480, -1.000], [-1.236, -3.484, 1.058], [-3.993, -2.723, 0.085]]
}

---

Entry 6:
{
  "formula": "C2H5NSi",
  "method": "wB97M-V/def2-TZVPD",
  "relative_energy_ev": 6.664,
  "gap_ev": [8.908, 8.419],
  "e_tot_ev": -11515.142,
  "species": ["C", "C", "N", "Si", "H", "H", "H", "H", "H"],
  "positions_angstrom": [[-2.89275, 0.31596, 0.08365], [-1.76528, -0.05355, -0.02908], [0.45493, -0.91576, 0.03928], [1.65393, 0.25275, 0.08993], [-3.91278, 0.51317, -0.01924], [0.50853, -1.56856, -0.81269], [1.57590, 1.00544, 1.21691], [1.83514, 1.20481, -1.01168], [2.54238, -0.75425, 0.44294]],
  "forces_ev_per_angstrom": [[-0.237, -0.137, -0.226], [3.698, -1.183, -0.111], [-3.737, -1.939, -1.538], [-0.224, 1.547, -1.573], [-0.827, 0.363, 0.160], [-0.640, 1.311, 1.455], [-0.408, 1.664, 2.330], [0.297, -0.225, -0.419], [2.077, -1.401, -0.079]]
}